Entry 1:
C38H27BrCl2F4O2PPtS2Te | wB97M-V/def2-TZVPD

Geometry as XYZ:
```
79
C38H27BrCl2F4O2PPtS2Te wB97M-V/def2-TZVPD
Pt -0.065 0.438 0.215
Te 2.697 -0.519 3.146
Br 0.928 1.052 -2.487
Cl -0.094 2.703 1.510
Cl 0.315 -0.835 5.587
S 2.527 -3.577 4.335
S -0.071 -0.388 2.497
P 0.906 -1.462 -0.511
F 0.609 -4.139 -2.130
F -0.104 -2.214 -6.312
F 0.048 -4.391 -4.711
F 0.324 0.250 -5.279
O -1.994 1.043 -2.677
O -1.861 1.535 -0.474
C 0.475 -3.026 -2.854
C -2.412 4.109 -2.494
C -0.083 0.990 3.599
C -4.438 5.413 -2.203
C -0.177 2.318 3.190
C -3.135 5.282 -2.671
C 0.345 -0.809 -4.487
C 4.760 -0.161 -0.254
C -0.294 3.356 4.092
C -4.313 3.150 -1.326
C 0.585 -0.672 -3.137
C 2.717 -1.412 -0.495
C -0.304 3.082 5.447
C -5.197 6.700 -2.407
C 4.371 -3.052 2.628
C 0.643 -1.770 -2.286
C -5.002 4.344 -1.524
C 5.483 -1.273 -0.658
C 3.448 -2.531 -0.899
C 3.322 -2.457 3.292
C -2.242 1.740 -1.703
C 4.522 -4.412 2.971
C 0.210 -3.178 -4.204
C 3.376 -0.231 -0.172
C 0.512 -4.837 1.765
C 0.306 -2.920 0.342
C -4.950 2.022 -0.555
C -0.144 1.784 5.899
C -0.845 -5.087 1.625
C -0.008 0.751 4.990
C 0.137 -2.069 -5.025
C 1.097 -3.752 1.125
C 3.592 -4.826 3.887
C -0.995 4.013 -2.997
C -1.070 -3.148 0.231
C -1.639 -4.241 0.858
C 4.829 -2.459 -0.973
C -3.032 3.032 -1.853
H 5.267 0.766 -0.022
H 2.799 0.645 0.091
H -0.417 3.887 6.159
H 6.562 -1.217 -0.733
H 2.159 -3.566 1.226
H -6.214 6.624 -2.027
H 5.394 -3.323 -1.297
H 5.003 -2.530 1.921
H -0.384 4.372 3.731
H 3.506 -5.799 4.348
H -5.034 1.128 -1.177
H -1.291 -5.938 2.123
H -0.639 4.980 -3.352
H -5.944 2.303 -0.213
H -2.699 -4.433 0.754
H -4.339 1.765 0.311
H -0.928 3.291 -3.813
H -1.687 -2.468 -0.349
H -2.663 6.117 -3.181
H -6.010 4.431 -1.130
H 5.281 -5.062 2.561
H -0.328 3.673 -2.198
H -0.127 1.563 6.957
H -5.247 6.946 -3.469
H 1.124 -5.491 2.372
H -4.699 7.529 -1.901
H 2.942 -3.454 -1.162
```

Calculated values
Total energy ... -191388.5879 eV
Net charge ... +1
Energy relative to the best compared isomer or geometry (same formula, charge and spin) ... 1.343 eV
E_HOMO (spin up / spin down) ... -9.89 / -9.89 eV
Spin multiplicity ... 1
Orbital gap (spin up / spin down) ... 4.66 / 4.65 eV

Entry 2:
C38H27F9NO3S3Sc | wB97M-V/def2-TZVPD

Geometry as XYZ:
```
82
C38H27F9NO3S3Sc wB97M-V/def2-TZVPD
Sc 1.049 1.029 0.196
S 1.915 1.888 2.590
S 4.898 2.237 2.801
S 3.504 1.926 0.159
F 0.558 1.257 -5.376
F 3.302 0.612 -2.803
F 1.024 -0.321 -3.968
F 1.305 4.241 -2.623
F -0.763 0.857 -3.722
F 3.137 1.531 -4.749
F -0.390 3.502 -3.725
F 3.567 2.745 -3.015
F 1.509 3.778 -4.723
O 1.405 -0.781 0.810
O -0.671 1.701 0.768
O 1.043 1.725 -1.870
N -0.577 -0.528 -1.068
C 1.322 1.910 -3.144
C 0.164 -2.746 2.171
C -2.469 -2.504 -1.467
C -1.877 -0.218 -1.102
C -4.959 0.069 2.186
C -2.014 4.133 -0.543
C 1.071 -4.461 0.771
C -3.365 5.199 1.621
C 0.526 0.922 -4.068
C -0.462 -5.047 2.532
C 3.908 -1.531 1.443
C -2.207 0.282 2.465
C -2.419 3.282 0.485
C 3.234 -2.243 0.450
C -2.233 1.234 -0.969
C -2.855 -1.188 -1.279
C 1.275 -2.075 -1.166
C 0.359 -5.422 1.473
C -2.939 -0.513 3.342
C -2.293 5.491 -0.500
C 5.995 -2.531 0.776
C -1.121 -2.812 -1.476
C -0.197 -1.795 -1.260
C 1.720 -2.016 0.318
C 0.947 3.377 -3.563
C 5.335 -3.232 -0.222
C -3.084 3.839 1.572
C -2.977 6.031 0.582
C -2.841 0.971 1.441
C 3.962 -3.081 -0.387
C 5.276 -1.673 1.601
C -4.226 0.862 1.315
C 3.489 2.059 1.894
C 0.973 -3.111 1.105
C -2.003 1.796 0.455
C -0.551 -3.706 2.879
C -4.314 -0.627 3.204
C 2.855 1.698 -3.435
H 5.890 -3.878 -0.893
H -1.134 0.391 2.562
H -3.269 1.388 -1.283
H 0.447 -6.467 1.197
H -3.378 3.206 2.400
H 3.353 -0.814 2.038
H -3.877 5.610 2.484
H -3.185 7.094 0.623
H 1.721 -4.769 -0.041
H -4.737 1.412 0.531
H -6.035 -0.007 2.074
H -2.428 -1.044 4.136
H -3.212 -3.281 -1.605
H -1.439 3.747 -1.372
H 5.786 -1.073 2.345
H 0.107 -1.695 2.423
H -1.576 1.782 -1.639
H -4.883 -1.251 3.884
H -3.900 -0.903 -1.269
H 3.473 -3.610 -1.197
H -1.022 -5.794 3.081
H -0.777 -3.828 -1.621
H -1.954 6.130 -1.306
H -1.187 -3.403 3.703
H 1.494 -3.038 -1.630
H 1.831 -1.299 -1.697
H 7.069 -2.627 0.890
```

Calculated values
Total energy ... -125150.5940 eV
Net charge ... -2
Energy relative to the best compared isomer or geometry (same formula, charge and spin) ... 0.029 eV
E_HOMO ... -1.21 eV
Spin multiplicity ... 1
Orbital gap ... 5.41 eV

Entry 3:
C38H28BBrF6N8O5SbTi | wB97M-V/def2-TZVPD

Geometry as XYZ:
```
89
C38H28BBrF6N8O5SbTi wB97M-V/def2-TZVPD
Sb -1.571 5.750 -1.027
Br 3.368 -11.056 2.477
Ti -0.359 1.636 -1.101
F -0.481 6.011 -2.536
F -1.373 3.836 -1.231
F -2.639 5.412 0.496
F -3.094 5.660 -2.124
F -1.768 7.606 -0.778
F -0.034 5.729 0.085
O 0.209 2.460 0.463
O 4.060 2.657 5.333
O 2.400 0.904 -0.335
O 2.575 4.089 5.951
O 0.127 -0.004 -1.689
N -0.051 -0.387 0.863
N -1.466 1.785 -2.927
N 3.052 3.314 5.144
N 1.119 2.890 -2.117
N 1.758 -4.968 0.117
N -0.882 1.928 -4.140
N 1.315 2.889 -3.452
N 1.530 -5.388 1.268
C 0.925 2.670 1.534
C -3.377 -2.191 -1.310
C -2.970 -0.027 -0.264
C -2.726 -0.991 -1.281
C 0.639 -2.770 2.114
C 2.809 1.139 0.776
C 2.941 -7.353 0.680
C 1.103 -2.115 -2.084
C 1.998 -6.727 1.484
C 0.115 -1.722 2.819
C 0.428 3.559 2.506
C 2.321 3.099 3.891
C -3.065 2.138 -4.450
C 2.807 -9.292 2.074
C -3.989 -0.329 0.676
C -1.821 2.138 -5.059
C 1.490 -3.345 -1.522
C 3.350 -8.641 0.975
C -0.229 -0.532 2.147
C -4.637 -1.590 0.636
C 1.349 -3.643 -0.189
C -2.708 2.141 0.735
C 1.862 3.877 -1.614
C 1.870 -8.676 2.887
C 2.582 4.501 -2.621
C 1.120 3.769 3.677
C 0.820 -2.658 0.712
C -2.784 1.920 -3.110
C 2.848 2.245 2.949
C 0.453 -1.419 0.153
C -3.764 1.864 1.636
C 1.475 -7.382 2.588
C 2.187 3.843 -3.774
C -2.258 1.223 -0.182
C 2.162 2.025 1.758
C -4.368 0.645 1.634
C -4.334 -2.510 -0.323
C 0.582 -1.166 -1.250
B 0.658 1.825 -4.369
H -3.163 -2.897 -2.103
H -4.073 2.631 2.335
H 1.460 -9.196 3.741
H 3.350 -6.825 -0.170
H 1.902 -4.119 -2.156
H -5.395 -1.802 1.383
H -0.656 0.312 2.680
H 1.206 -1.908 -3.139
H -0.031 -1.794 3.887
H 4.087 -9.139 0.361
H 3.791 1.749 3.136
H 0.907 -3.685 2.614
H -2.235 3.108 0.812
H 0.750 -6.867 3.205
H 1.050 0.722 -4.077
H 0.748 4.449 4.429
H -4.027 2.293 -4.904
H -0.493 4.080 2.294
H 1.822 4.107 -0.562
H 3.758 0.688 1.130
H -2.026 -0.747 -2.064
H -5.159 0.409 2.337
H -1.534 2.280 -6.087
H 0.879 2.121 -5.518
H 3.245 5.341 -2.531
H -4.836 -3.469 -0.341
H 2.461 3.988 -4.804
H -3.449 1.877 -2.265
```

Calculated values
Total energy ... -178703.5303 eV
Net charge ... -1
Energy relative to the best compared isomer or geometry (same formula, charge and spin) ... 0.332 eV
E_HOMO ... -5.93 eV
Spin multiplicity ... 1
Orbital gap ... 6.71 eV

Entry 4:
C38H28Cl2N10SV | wB97M-V/def2-TZVPD

Geometry as XYZ:
```
80
C38H28Cl2N10SV wB97M-V/def2-TZVPD
V -0.102 -0.466 -0.191
Cl 4.302 0.227 1.794
Cl 2.106 -0.812 3.469
S 0.479 3.020 -1.147
N -1.626 2.607 0.610
N 0.225 3.590 1.524
N 2.984 -0.697 -1.602
N 1.473 -1.712 0.048
N -1.147 -1.672 1.053
N 0.836 0.351 -1.706
N -1.058 1.505 -2.787
N -1.851 0.170 -0.934
N 0.561 -3.233 1.747
N -3.389 -0.862 0.654
C 0.368 1.176 0.985
C 4.535 -5.071 0.745
C -5.492 0.299 -1.362
C -3.981 -2.597 3.177
C 2.480 3.107 -5.049
C -3.407 1.004 -2.391
C -0.607 -2.673 1.850
C -1.984 0.899 -2.095
C -1.644 -3.106 2.782
C -1.634 -4.031 3.822
C -4.089 1.583 -3.456
C -2.801 -2.394 2.468
C 3.441 -2.752 -0.329
C 1.298 2.862 -4.353
C 2.617 -1.656 -0.690
C -2.804 -4.225 4.535
C 3.659 1.439 -3.747
C 3.811 -0.924 3.044
C 3.650 2.412 -4.743
C -6.164 0.879 -2.416
C 5.249 -4.316 -0.231
C -2.062 3.693 1.466
C 4.711 -3.173 -0.766
C 2.148 0.202 -2.022
C -4.091 0.361 -1.353
C 2.479 1.192 -3.073
C -3.972 -3.514 4.214
C -3.105 -0.164 -0.454
C 1.555 4.143 1.411
C -5.470 1.517 -3.466
C 3.296 -4.677 1.180
C 0.267 1.463 -2.395
C -2.482 -1.527 1.336
C -0.830 4.576 1.520
C 2.735 -3.497 0.647
C 1.330 1.914 -3.351
C 1.498 -2.842 0.853
C -0.167 2.533 0.557
H -2.323 3.360 2.480
H 3.998 -1.928 2.672
H -2.927 4.215 1.045
H -0.727 -4.572 4.056
H 0.387 3.407 -4.558
H 6.227 -4.656 -0.553
H 2.494 3.852 -5.837
H 1.812 4.650 2.347
H 4.395 -0.702 3.931
H -2.824 -4.937 5.353
H -0.773 5.251 0.649
H 0.052 1.004 2.024
H -2.031 1.710 0.836
H -6.028 1.952 -4.287
H -6.019 -0.198 -0.558
H 1.658 4.859 0.582
H 1.464 1.195 0.982
H 5.245 -2.591 -1.507
H 4.559 2.631 -5.291
H 4.553 0.880 -3.503
H 2.275 3.341 1.248
H -4.874 -2.043 2.914
H 4.982 -5.977 1.143
H -4.875 -3.685 4.788
H -3.537 2.072 -4.248
H 2.747 -5.251 1.917
H -0.794 5.180 2.432
H -7.248 0.851 -2.441
```

Calculated values
Total energy ... -116333.6402 eV
Net charge ... -2
Expectation value of S² ... 0.8181
Energy relative to the best compared isomer or geometry (same formula, charge and spin) ... 0.516 eV
E_HOMO (spin up / spin down) ... -0.06 / -0.07 eV
Spin multiplicity ... 2
Orbital gap (spin up / spin down) ... 4.52 / 4.52 eV

Entry 5:
C38H28CrO5P2S | wB97M-V/def2-TZVPD

Geometry as XYZ:
```
75
C38H28CrO5P2S wB97M-V/def2-TZVPD
Cr -0.373 0.687 1.498
S 1.672 1.257 0.660
P 0.599 -1.432 1.298
P -0.603 0.833 -1.396
O -1.838 3.529 3.829
O -3.404 1.123 4.006
O -2.018 0.329 2.422
O -0.683 2.430 2.239
O 2.785 1.660 1.524
C 3.724 -0.997 -2.063
C 1.547 -1.343 2.855
C -1.076 -3.398 0.357
C -2.472 1.229 3.249
C 2.207 3.679 -0.511
C -2.017 1.023 -3.880
C -1.251 -5.631 1.217
C -2.268 1.292 -0.797
C 3.566 -1.219 4.148
C 0.057 3.486 -2.284
C 1.889 -1.378 0.001
C 1.919 4.725 -1.374
C 0.804 -1.022 3.996
C -3.801 2.758 0.343
C -1.667 -4.649 0.327
C -1.610 2.564 3.144
C 0.170 0.025 -3.926
C -3.232 0.282 -0.775
C 3.228 0.106 -1.379
C -0.053 -3.126 1.267
C -1.060 0.302 -5.968
C -2.107 0.869 -5.256
C -2.563 2.537 -0.243
C 0.327 2.425 -1.426
C 1.418 2.546 -0.560
C -4.470 0.513 -0.202
C 2.309 -0.096 -0.370
C 2.828 -0.896 5.275
C 2.390 -2.470 -0.692
C -0.870 0.615 -3.207
C 3.306 -2.274 -1.718
C 0.358 -4.111 2.160
C 0.080 -0.124 -5.300
C 2.931 -1.443 2.936
C -4.749 1.748 0.368
C 0.845 4.628 -2.247
C 1.443 -0.809 5.205
C -0.242 -5.361 2.129
H -5.212 -0.274 -0.181
H -5.704 1.921 0.847
H -2.838 1.464 -3.329
H -3.005 -0.686 -1.212
H 2.069 -3.470 -0.426
H 3.697 -3.129 -2.255
H 4.424 -0.854 -2.875
H -0.278 -0.944 3.930
H 0.893 -0.580 -5.851
H 1.136 -3.895 2.881
H 0.866 -0.555 6.084
H 0.608 5.457 -2.901
H -1.135 0.185 -7.041
H -2.463 -4.858 -0.376
H 2.527 5.620 -1.353
H 3.332 -0.699 6.212
H 0.075 -6.124 2.828
H 3.546 1.110 -1.632
H -3.000 1.192 -5.776
H -4.013 3.715 0.801
H -0.777 3.427 -2.971
H -1.728 -6.602 1.212
H 1.053 -0.316 -3.397
H 3.018 3.722 0.206
H -1.410 -2.613 -0.313
H 4.646 -1.277 4.205
H -1.820 3.323 -0.249
H 3.512 -1.680 2.054
```

Calculated values
Total energy ... -107933.4210 eV
Net charge ... 0
Expectation value of S² ... 6.0225
E_HOMO (spin up / spin down) ... -7.84 / -8.09 eV
Spin multiplicity ... 5
Orbital gap (spin up / spin down) ... 7.60 / 7.72 eV

Entry 6:
C38H29CdCl4N7O3S2 | wB97M-V/def2-TZVPD

Geometry as XYZ:
```
84
C38H29CdCl4N7O3S2 wB97M-V/def2-TZVPD
Cd -0.222 0.235 -0.234
Cl -4.273 4.493 -3.980
Cl -5.105 1.648 -5.020
Cl -3.670 -0.899 -3.845
Cl -2.029 4.744 -1.791
S 2.748 0.532 1.817
S -3.038 -1.903 0.205
O 0.204 -2.039 -1.323
O -0.935 2.198 -0.919
O -1.664 -0.307 -1.833
N 3.985 2.048 -0.441
N 2.100 0.835 0.267
N 0.903 -2.153 1.920
N -2.074 -0.768 1.032
N -0.713 1.326 1.929
N 1.227 0.712 -2.284
N -3.500 -0.797 2.888
C 4.539 2.349 0.817
C 4.532 2.075 3.198
C -0.285 3.077 3.481
C -1.242 2.561 4.333
C 2.804 -3.396 2.652
C -3.644 -2.820 1.586
C -3.883 1.820 -3.806
C 0.525 -2.056 3.192
C 2.421 -2.943 0.202
C 2.193 1.582 -2.009
C 2.028 -2.826 1.646
C 2.031 2.554 -4.176
C 1.052 1.627 -4.473
C 6.125 3.545 2.168
C 0.668 0.726 -3.487
C 1.235 -2.589 4.253
C -4.412 -2.830 3.868
C -1.870 2.071 -1.821
C -0.054 2.418 2.281
C -3.864 -2.159 2.789
C -1.667 0.848 2.725
C -1.953 1.431 3.951
C -4.765 -4.168 3.742
C 4.013 1.754 1.955
C -2.433 -0.316 2.165
C 2.621 2.536 -2.919
C -3.250 0.688 -3.278
C 1.512 -3.883 -0.597
C 5.587 3.246 0.922
C -3.953 -4.167 1.482
C -2.263 0.770 -2.300
C 5.597 2.962 3.308
C -2.519 3.182 -2.370
C 2.410 -3.271 3.972
C -3.513 3.070 -3.347
C -4.532 -4.838 2.551
C 2.767 1.462 -0.630
C 0.105 -3.350 -0.785
H -0.438 -3.997 -1.481
H -3.696 -0.361 3.771
H 0.671 2.785 1.565
H 0.273 3.968 3.728
H 4.440 2.438 -1.246
H 0.562 1.611 -5.436
H -2.713 1.042 4.614
H -0.130 0.011 -3.641
H 6.951 4.239 2.241
H 3.005 -3.702 4.768
H 3.354 3.290 -2.666
H -1.451 3.036 5.282
H -0.442 -3.331 0.159
H 1.962 -4.038 -1.581
H 0.876 -2.469 5.266
H -3.758 -4.684 0.550
H 5.987 3.711 0.028
H -0.642 -1.759 -1.732
H 3.711 -3.926 2.390
H -4.574 -2.306 4.803
H -5.214 -4.683 4.580
H 2.399 -1.949 -0.252
H 2.328 3.297 -4.904
H 1.462 -4.862 -0.111
H -4.798 -5.881 2.452
H 3.448 -3.308 0.139
H 4.113 1.613 4.085
H -0.399 -1.517 3.374
H 6.006 3.193 4.282
```

Calculated values
Total energy ... -132776.4995 eV
Net charge ... 0
Energy relative to the best compared isomer or geometry (same formula, charge and spin) ... 0.056 eV
E_HOMO ... -5.99 eV
Spin multiplicity ... 1
Orbital gap ... 5.65 eV